No. 1
This record from the OMol25 dataset describes C6HInO6 as an isolated structure at a distorted geometry. The level of theory is the ωB97M-V functional and the def2-TZVPD basis.

```
14
Properties=species:S:1:pos:R:3:lowdin_charge:R:1
O -0.88 -3.91 -1.97 0.087
C -0.29 -2.98 -1.68 0.010
In 0.00 0.23 0.14 0.565
O -3.03 -1.75 0.31 0.221
C -2.10 -1.08 0.30 0.059
C 2.38 1.64 -0.10 0.004
O 3.39 2.15 -0.26 0.166
C -0.78 1.70 -1.93 0.060
O -1.08 2.20 -2.92 0.190
C 1.18 -0.91 2.22 0.064
O 1.72 -1.55 3.01 0.187
H 1.19 -0.55 -0.91 0.037
O -1.05 2.81 2.25 0.263
C -0.65 1.99 1.55 0.087
```

Properties
Energy above the lowest of the compared OMol25 structures with the same formula, charge and spin: 4.6 kJ/mol
Total charge: +2
Strongest force on any atom: 0.0957 hartree/bohr
Frontier orbital gap: 0.3567 Ha

No. 2
This record from the OMol25 dataset describes one molecule with the formula C6N2 at a distorted geometry. The level of theory is the ωB97M-V functional and the def2-TZVPD basis.

```
8
Properties=species:S:1:pos:R:3:lowdin_charge:R:1
C 0.93 -0.87 0.20 -0.313
C -0.57 1.59 -0.93 0.008
C 1.47 0.34 0.06 0.078
C -0.61 -1.18 0.40 -0.044
C 0.74 1.40 -0.38 0.009
C -1.46 -0.27 0.05 -0.006
N 0.66 -2.06 0.46 0.256
N -1.16 1.04 0.14 0.013
```

Properties
Energy above the lowest of the compared OMol25 structures with the same formula, charge and spin: 520.8 kJ/mol
Strongest force on any atom: 0.1082 hartree/bohr
Frontier orbital gap: 0.2552 Ha

No. 3
This record from the OMol25 dataset describes a 18-piece molecular cluster, C70H136O38 overall at a distorted geometry. The level of theory is the ωB97M-V functional and the def2-TZVPD basis.

```
244
Properties=species:S:1:pos:R:3:lowdin_charge:R:1
C -5.82 0.70 -3.97 -0.036
O -4.70 0.78 -3.14 -0.007
C -4.70 1.56 -2.06 -0.663
O -5.56 2.35 -1.84 0.125
O -3.67 1.32 -1.29 0.008
C -3.70 1.99 0.00 0.016
H -6.59 1.39 -3.70 0.094
H -6.12 -0.31 -3.94 0.084
H -5.52 0.85 -5.00 0.089
H -4.80 2.32 0.07 0.108
H -3.08 2.87 0.03 0.076
H -3.56 1.30 0.79 0.059
C -2.95 0.02 -8.10 -0.013
O -1.96 0.24 -7.07 -0.010
C -2.07 -0.53 -5.96 -0.616
O -2.89 -1.36 -5.80 0.144
O -1.04 -0.25 -5.14 -0.011
C -1.12 -0.88 -3.84 0.001
H -2.46 -0.31 -8.97 0.078
H -3.38 1.01 -8.27 0.095
H -3.77 -0.56 -7.81 0.071
H -0.24 -0.51 -3.31 0.075
H -0.80 -1.94 -3.98 0.087
H -2.05 -0.73 -3.40 0.078
C -0.26 3.26 0.05 -0.097
O -0.85 4.41 0.59 -0.220
C -0.29 4.91 1.73 -0.195
C -1.21 6.11 2.13 -0.172
O -0.67 6.54 3.38 -0.215
C -0.84 7.97 3.58 -0.093
H -0.26 2.50 0.81 0.078
H 0.78 3.48 -0.27 0.092
H -0.91 2.90 -0.78 0.088
H 0.73 5.17 1.59 0.109
H -0.37 4.16 2.56 0.139
H -2.18 5.65 2.21 0.116
H -1.30 6.98 1.46 0.118
H -0.38 8.50 2.74 0.077
H -0.33 8.31 4.50 0.091
H -1.94 8.19 3.67 0.100
C -4.05 -0.18 3.38 -0.097
O -5.25 0.50 3.72 -0.174
C -5.00 1.88 3.85 -0.204
C -6.18 2.76 3.45 -0.224
O -5.91 3.36 2.22 -0.207
C -6.97 4.13 1.83 -0.140
H -4.18 -1.03 2.67 0.083
H -3.55 -0.47 4.33 0.088
H -3.48 0.61 2.89 0.055
H -4.15 2.27 3.26 0.120
H -4.75 2.06 4.91 0.123
H -6.37 3.52 4.26 0.137
H -7.12 2.22 3.35 0.125
H -7.81 3.40 1.77 0.093
H -6.78 4.58 0.82 0.107
H -7.21 4.94 2.59 0.105
C 5.19 -2.55 -5.34 -0.143
O 3.94 -3.10 -5.24 -0.219
C 2.84 -2.42 -5.89 -0.164
C 1.65 -2.79 -5.06 -0.207
O 1.67 -2.11 -3.81 -0.204
C 2.66 -2.53 -2.86 -0.050
H 5.78 -2.88 -4.47 0.075
H 5.22 -1.49 -5.33 0.075
H 5.83 -2.94 -6.17 0.099
H 2.69 -2.90 -6.96 0.156
H 2.96 -1.26 -5.98 0.160
H 1.66 -3.89 -4.84 0.140
H 0.76 -2.50 -5.59 0.110
H 2.78 -3.59 -2.96 0.072
H 2.26 -2.26 -1.92 0.058
H 3.65 -2.08 -2.97 0.088
C 1.56 8.07 -4.40 -0.118
O 1.05 6.90 -3.89 -0.212
C 0.14 7.08 -2.81 -0.205
C -0.53 5.85 -2.47 -0.185
O -1.67 5.58 -3.32 -0.165
C -2.52 4.63 -2.77 -0.112
H 1.78 8.74 -3.53 0.106
H 0.88 8.51 -5.12 0.091
H 2.47 7.88 -4.92 0.071
H -0.53 7.89 -3.01 0.132
H 0.77 7.38 -1.92 0.145
H -0.90 5.99 -1.45 0.115
H 0.11 4.94 -2.47 0.142
H -2.61 4.87 -1.76 0.066
H -2.13 3.63 -2.86 0.082
H -3.46 4.77 -3.19 0.081
C -0.98 3.19 6.06 -0.114
O -0.42 1.92 6.30 -0.165
C -0.92 0.90 5.38 -0.183
C -0.71 -0.42 6.01 -0.248
O -1.23 -1.30 5.08 -0.215
C -1.41 -2.58 5.63 -0.099
H -2.01 3.13 5.72 0.072
H -0.42 3.94 5.35 0.111
H -0.95 3.67 6.98 0.048
H -0.42 0.93 4.36 0.135
H -1.98 1.01 5.21 0.096
H -1.29 -0.44 6.97 0.141
H 0.39 -0.57 6.17 0.152
H -0.35 -3.00 5.86 0.128
H -1.95 -3.31 4.98 0.078
H -1.93 -2.35 6.58 0.088
C 3.30 -2.15 3.34 -0.088
O 2.42 -3.17 3.76 -0.153
C 2.89 -4.40 3.26 -0.253
C 2.51 -5.60 4.13 -0.170
O 2.69 -5.52 5.54 -0.188
C 4.03 -5.24 5.89 -0.111
H 3.66 -2.30 2.31 0.079
H 4.15 -2.15 3.96 0.068
H 2.85 -1.17 3.41 0.076
H 3.98 -4.39 3.05 0.111
H 2.46 -4.68 2.26 0.118
H 3.25 -6.35 3.83 0.127
H 1.44 -5.81 3.99 0.111
H 3.95 -5.13 7.00 0.106
H 4.48 -4.37 5.41 0.079
H 4.67 -6.08 5.75 0.070
C 8.42 3.03 1.00 -0.107
O 8.48 1.73 0.39 -0.180
C 7.75 0.73 1.15 -0.193
C 6.96 -0.24 0.39 -0.239
O 5.81 0.43 -0.06 -0.176
C 5.04 -0.62 -0.70 -0.092
H 7.42 3.51 0.93 0.084
H 9.16 3.68 0.51 0.086
H 8.75 2.99 2.03 0.076
H 7.26 1.25 1.89 0.077
H 8.56 0.13 1.66 0.146
H 6.67 -1.08 1.00 0.118
H 7.50 -0.65 -0.52 0.155
H 5.51 -0.89 -1.65 0.085
H 3.99 -0.32 -0.88 0.064
H 5.05 -1.55 -0.08 0.078
O -7.62 -3.98 0.26 0.136
C -6.75 -3.24 0.00 -0.517
O -6.61 -2.09 0.67 0.041
C -5.77 -1.19 -0.02 -0.135
C -4.76 -2.11 -0.81 -0.104
C -5.66 -3.39 -1.04 -0.033
H -5.28 -0.46 0.63 0.111
H -6.29 -0.63 -0.79 0.121
H -3.94 -2.33 -0.13 0.087
H -4.34 -1.70 -1.70 0.086
H -5.13 -4.35 -0.81 0.106
H -6.12 -3.47 -2.06 0.146
O 0.36 -3.73 1.14 0.126
C -0.25 -4.60 1.67 -0.462
O -0.08 -5.92 1.42 0.030
C -1.07 -6.70 2.15 -0.116
C -1.48 -5.81 3.29 -0.136
C -1.21 -4.35 2.82 -0.044
H -0.65 -7.66 2.43 0.129
H -1.91 -6.97 1.49 0.122
H -0.92 -6.01 4.15 0.089
H -2.51 -5.94 3.60 0.110
H -0.74 -3.78 3.59 0.083
H -2.09 -3.82 2.54 0.102
O -5.41 -6.07 1.20 0.110
C -5.87 -5.47 2.12 -0.506
O -5.02 -4.82 2.94 0.002
C -5.70 -4.20 4.05 -0.108
C -7.20 -4.23 3.68 -0.116
C -7.27 -5.40 2.69 -0.073
H -5.26 -3.21 4.17 0.122
H -5.51 -4.82 4.84 0.091
H -7.56 -3.37 3.13 0.108
H -7.82 -4.29 4.53 0.097
H -7.98 -5.29 1.85 0.115
H -7.43 -6.37 3.20 0.137
O -2.01 -1.59 1.41 0.079
C -0.94 -1.23 0.94 -0.419
O -0.76 -1.06 -0.43 0.015
C 0.53 -0.50 -0.69 -0.172
C 1.29 -0.78 0.55 -0.143
C 0.27 -0.73 1.66 -0.071
H 0.45 0.53 -0.86 0.099
H 0.91 -0.91 -1.60 0.083
H 2.18 -0.22 0.69 0.105
H 1.45 -1.86 0.39 0.108
H -0.08 0.18 2.05 0.094
H 0.61 -1.40 2.46 0.129
O 2.93 5.19 -5.66 0.134
C 2.08 4.41 -5.40 -0.468
O 2.19 3.47 -4.41 0.010
C 1.24 2.48 -4.58 -0.198
C 0.11 3.09 -5.34 -0.139
C 0.76 4.21 -6.13 -0.050
H 0.92 2.15 -3.59 0.126
H 1.68 1.60 -5.14 0.145
H -0.57 3.48 -4.62 0.087
H -0.31 2.31 -6.04 0.126
H 0.31 5.20 -6.14 0.125
H 0.99 3.85 -7.14 0.135
O 4.57 -3.99 0.70 0.091
C 4.56 -4.57 -0.37 -0.501
O 5.51 -4.26 -1.22 0.042
C 5.47 -5.01 -2.43 -0.141
C 4.30 -5.95 -2.29 -0.135
C 3.76 -5.63 -0.93 -0.093
H 6.40 -5.52 -2.55 0.120
H 5.33 -4.30 -3.23 0.083
H 4.67 -6.98 -2.40 0.121
H 3.55 -5.71 -3.11 0.128
H 3.77 -6.49 -0.27 0.147
H 2.69 -5.32 -1.00 0.117
O 1.95 1.58 2.93 0.128
C 2.65 2.54 3.04 -0.472
O 2.23 3.58 3.83 -0.012
C 3.16 4.74 3.74 -0.088
C 4.12 4.36 2.56 -0.125
C 3.95 2.87 2.38 -0.066
H 3.62 4.84 4.72 0.123
H 2.45 5.48 3.53 0.090
H 5.18 4.67 2.74 0.122
H 3.75 4.97 1.74 0.097
H 4.71 2.28 2.79 0.106
H 3.86 2.56 1.33 0.122
O 3.14 2.06 -1.42 0.100
C 3.60 3.12 -1.75 -0.496
O 3.11 4.28 -1.23 -0.004
C 3.67 5.43 -1.97 -0.109
C 4.90 4.92 -2.74 -0.120
C 4.81 3.41 -2.54 -0.062
H 3.95 6.21 -1.32 0.098
H 2.85 5.81 -2.59 0.110
H 5.78 5.43 -2.30 0.116
H 4.87 5.31 -3.71 0.081
H 5.71 3.08 -2.03 0.132
H 4.72 2.90 -3.50 0.129
O 0.73 -6.18 -1.60 0.109
C -0.36 -5.67 -1.68 -0.464
O -1.53 -6.30 -1.24 0.015
C -2.59 -5.37 -1.26 -0.172
C -1.98 -4.01 -1.55 -0.150
C -0.58 -4.28 -2.06 -0.074
H -3.09 -5.40 -0.26 0.122
H -3.29 -5.65 -2.08 0.136
H -1.98 -3.43 -0.62 0.095
H -2.62 -3.39 -2.17 0.106
H 0.17 -3.64 -1.55 0.121
H -0.40 -4.22 -3.21 0.162
```

Properties
Strongest force on any atom: 0.0902 hartree/bohr
Frontier orbital gap: 0.3461 Ha

Which LUMO level belongs to each record? In order, -9.8, -2.1, 0.4 eV.
Which molecular weight belongs to each record? In order, 283.9, 100.1, 1585.8 u.
Which electronic energy belongs to each record? In order, -23674.54465, -9189.07157, -152590.42585 eV.